ORCA calculation (the ωB97M-V functional and the def2-TZVPD basis) on C3H5N3O in the gas phase.

Values from the calculation:
lowest unoccupied orbital energy: 0.861 eV
structure (SMILES): OCc1nc[nH]n1
total charge: 0
relative energy (zero: lowest compared OMol25 entry of this formula, charge and spin): 111.0 kJ/mol
HOMO energy: -10.11 eV
HOMO-LUMO gap: 10.97 eV
total energy: -356.81511 Eh

Last columns: bonded neighbours and bond lengths (Å).
Cartesian coordinates (Å):
1 O 1.58 0.51 1.85  C2 1.414, H8 0.966
2 C 1.24 0.98 0.56  O1 1.414, C3 1.502, H9 1.098, H10 1.092
3 C 0.10 0.23 -0.06  C2 1.502, N4 1.363, N7 1.322
4 N -1.16 0.72 -0.15  C3 1.363, C5 1.313
5 C -1.83 -0.26 -0.71  N4 1.313, N6 1.344, H11 1.081
6 N -1.00 -1.30 -0.93  C5 1.344, N7 1.346, H12 1.008
7 N 0.24 -1.00 -0.53  C3 1.322, N6 1.346
8 H 1.87 -0.41 1.75  O1 0.966
9 H 2.11 0.95 -0.11  C2 1.098
10 H 0.93 2.02 0.67  C2 1.092
11 H -2.88 -0.26 -0.97  C5 1.081
12 H -1.20 -2.19 -1.37  N6 1.008

natural (NBO) charges in e: atom 1 (O): -0.699, atom 2 (C): -0.102, atom 3 (C): 0.265, atom 4 (N): -0.469, atom 5 (C): 0.175, atom 6 (N): -0.351, atom 7 (N): -0.290, atom 8 (H): 0.469, atom 9 (H): 0.176, atom 10 (H): 0.204, atom 11 (H): 0.208, atom 12 (H): 0.415